No. 1
ORCA calculation (ωB97M-V/def2-TZVPD) on a structure of composition C15H31FP2Pd at a distorted geometry.

XYZ file:
```
50
Properties=species:S:1:pos:R:3:mulliken_charge:R:1
P 2.9614 1.6394 -0.2186 1.615
P -0.5619 0.1606 -0.9212 0.824
C 1.7063 1.3862 -1.5729 -1.460
C 0.2735 1.7709 -1.2257 -0.766
H 1.7171 0.2794 -1.8310 0.385
H 2.0861 1.8748 -2.4801 0.510
H 0.0720 2.2794 -0.2595 0.322
H -0.1859 2.3448 -2.0451 0.550
C -1.0672 -0.2082 -2.6809 -1.563
H -2.0641 -0.6896 -2.7063 0.412
H -0.3435 -0.8893 -3.1444 0.357
H -1.1220 0.7468 -3.2374 0.483
C -2.2568 1.2026 -0.9326 -1.788
H -2.2267 1.9303 -1.7713 0.642
H -2.3913 1.7502 0.0157 0.381
H -3.1417 0.5630 -1.0981 0.359
C 4.1756 2.7364 -0.9980 -1.288
H 4.7430 3.2876 -0.2408 0.386
H 3.5715 3.4337 -1.6607 0.392
H 4.9202 2.2032 -1.5790 0.329
C 2.0978 2.5803 1.0191 -1.416
H 1.0440 2.2930 1.2498 0.277
H 2.1102 3.6281 0.7103 0.385
H 2.5755 2.5132 1.9962 0.539
Pd 3.2110 -0.3764 -0.3301 0.045
C -2.9176 -2.0875 -0.4051 0.182
C -1.7286 -2.5408 -0.7414 -1.009
C -0.5243 -2.7939 0.1174 -0.293
C -0.5547 -2.4830 1.6372 -0.739
C -1.0285 -1.1763 2.2119 -0.552
C -1.8354 -0.1767 1.7607 -0.496
C -3.2729 -0.4296 1.5454 -0.909
C -3.4464 -1.8651 0.9650 -0.812
C 3.2741 -0.1414 1.6683 -0.835
H -3.6611 -1.9217 -1.1912 0.421
H -1.5217 -2.7188 -1.8009 0.451
H 0.3832 -2.2974 -0.2894 0.120
H -0.3275 -3.8835 0.0226 0.447
H -1.1629 -3.2840 2.0996 0.449
H 0.4703 -2.6894 2.0018 0.471
H -0.9306 -1.2305 3.3286 0.147
H -1.4297 0.8584 1.7316 0.629
H -3.7406 0.3161 0.9054 0.364
H -3.7976 -0.3797 2.5238 0.421
H -3.0279 -2.5384 1.7233 0.330
H -4.5209 -2.0959 0.9499 0.483
H 2.3764 -0.7144 1.8226 -0.054
H 3.2382 0.8397 2.1355 0.347
H 4.1350 -0.7265 1.9926 0.337
F 3.6475 -2.2801 -0.7724 -0.814
```

Properties
energy above the lowest of the compared OMol25 structures with the same formula, charge and spin	0.00	kcal per mole
multiplicity	3
net charge	0
calculated total energy	-1500.316424	a.u.

=====

No. 2
ORCA calculation (ωB97M-V/def2-TZVPD) on a structure of composition C15H31FP2Zr at a distorted geometry.

XYZ file:
```
50
Properties=species:S:1:pos:R:3:mulliken_charge:R:1
P 1.6132 1.4474 -0.7368 1.121
P -1.2964 -1.2153 -1.4312 1.017
C 1.1674 0.3012 -2.0930 -1.051
C -0.3287 -0.0351 -2.4350 -0.970
H 1.7605 -0.6263 -1.9987 0.409
H 1.5718 0.8143 -2.9867 0.611
H -0.9116 0.8941 -2.5727 0.414
H -0.3104 -0.5187 -3.4309 0.631
C -0.5744 -2.8269 -1.8308 -1.418
H -1.0763 -3.6118 -1.2477 0.444
H 0.5067 -2.8631 -1.6248 0.374
H -0.7539 -2.9934 -2.8992 0.530
C -2.8866 -1.1807 -2.3057 -1.303
H -2.7518 -1.7127 -3.2503 0.491
H -3.1767 -0.1261 -2.4823 0.460
H -3.6559 -1.6811 -1.6899 0.394
C 3.4258 1.4259 -0.8582 -1.330
H 3.8639 1.7994 0.0803 0.385
H 3.7052 2.0819 -1.6925 0.506
H 3.7638 0.3898 -1.0446 0.456
C 1.1220 3.0867 -1.3306 -1.397
H 0.1296 3.0755 -1.8081 0.388
H 1.8803 3.3950 -2.0605 0.499
H 1.1106 3.8047 -0.4965 0.422
Zr -0.7831 0.2127 3.1299 1.142
C -1.8051 -1.3348 0.2456 0.687
C -0.5989 -1.8689 0.9317 -1.698
C 0.6994 -1.1678 0.7357 0.592
C 1.3559 -0.0025 1.6329 -1.267
C 1.3518 1.4646 0.9929 0.798
C -0.0589 1.9983 1.1601 -2.014
C -1.1321 1.3041 0.3338 0.902
C -2.0964 0.1454 0.8650 -1.142
C 0.0664 -1.2861 4.5087 -1.382
H -2.7290 -1.9461 0.2959 0.937
H -0.6272 -2.8210 1.4512 0.277
H 0.7022 -0.7283 -0.2855 -1.298
H 1.4899 -1.9469 0.5706 0.860
H 1.1508 -0.0091 2.8030 0.237
H 2.4154 -0.3109 1.6855 0.522
H 2.1519 2.0883 1.4519 0.904
H -0.2195 3.0288 1.4489 0.324
H -0.6403 0.8655 -0.5570 -1.381
H -1.7406 2.0741 -0.2057 0.723
H -2.3993 0.1065 2.0184 0.005
H -3.0822 0.4490 0.4609 0.518
H -0.5979 -1.4188 5.3705 0.471
H 1.0248 -0.9703 4.9411 0.431
H 0.2502 -2.2839 4.1051 0.305
F -2.0462 1.2335 4.1355 -0.537
```

Properties
energy above the lowest of the compared OMol25 structures with the same formula, charge and spin	74.55	kcal per mole
net charge	+2
calculated total energy	-1419.002291	a.u.

=====

No. 3
ORCA calculation (ωB97M-V/def2-TZVPD) on a structure of composition C15H31INiP2 at a distorted geometry.

XYZ file:
```
50
Properties=species:S:1:pos:R:3:mulliken_charge:R:1
P -1.8794 -1.8452 -4.5063 1.794
P -1.2506 1.2959 -4.9333 0.329
C -2.0604 -1.0593 -6.1887 -1.222
C -1.1459 0.1376 -6.4213 -0.644
H -3.1241 -0.8480 -6.3491 0.385
H -1.7194 -1.8986 -6.8103 0.450
H -0.0728 -0.1495 -6.4800 0.448
H -1.4039 0.6826 -7.3700 0.458
C -2.2209 2.7626 -5.5970 -1.298
H -2.1403 3.5513 -4.8337 0.375
H -3.2797 2.5138 -5.7358 0.358
H -1.8198 3.1912 -6.5348 0.381
C 0.2857 2.1890 -5.7871 -1.435
H 0.0579 2.4297 -6.8479 0.585
H 1.2099 1.5846 -5.7934 0.130
H 0.5021 3.1531 -5.3079 0.479
C -3.2913 -2.9863 -4.2898 -1.412
H -3.5752 -3.2554 -3.2384 0.355
H -3.1223 -3.9313 -4.9430 0.320
H -4.3077 -2.5468 -4.4508 0.399
C -0.5848 -3.1172 -4.9433 -1.538
H 0.3708 -2.7040 -5.3026 0.341
H -1.1821 -3.5536 -5.7599 0.695
H -0.4765 -3.8204 -4.1181 0.314
Ni -2.6706 -0.8493 -3.0761 -0.394
C 2.6917 2.5118 -2.9889 -0.356
C 1.4259 2.1158 -2.9100 -0.904
C 0.8976 0.7663 -2.5662 0.818
C 1.6278 -0.5151 -3.0909 -0.606
C 2.2398 -0.5043 -4.4926 -0.133
C 3.2960 0.1742 -4.9513 -0.380
C 4.3593 0.7566 -4.0779 -0.756
C 3.8410 1.5226 -2.7960 -0.732
C -2.0017 -1.4265 -1.2576 -1.128
H 2.9952 3.5830 -3.2883 0.279
H 0.6377 2.8552 -3.1484 0.727
H -0.0962 0.6870 -3.0251 -0.973
H 0.6184 0.5732 -1.5420 0.431
H 2.3079 -0.9067 -2.3083 0.561
H 0.8336 -1.3077 -3.1922 0.157
H 1.6138 -1.0842 -5.2329 -0.005
H 3.4019 0.2963 -6.0581 0.359
H 5.0172 1.4527 -4.6475 0.354
H 4.9901 -0.0258 -3.6371 0.283
H 3.6280 0.7945 -1.9603 0.359
H 4.7156 2.1648 -2.5017 0.411
H -1.2861 -0.6917 -0.8848 0.341
H -1.5939 -2.3986 -0.8580 0.316
H -2.9493 -1.2413 -0.7257 0.366
I -4.3326 0.6185 -2.2588 -0.443
```

Properties
energy above the lowest of the compared OMol25 structures with the same formula, charge and spin	44.15	kcal per mole
multiplicity	3
net charge	0
calculated total energy	-3078.648785	a.u.

=====

No. 4
ORCA calculation (ωB97M-V/def2-TZVPD) on a structure of composition C15H31InO4PS at a distorted geometry.

XYZ file:
```
53
Properties=species:S:1:pos:R:3:mulliken_charge:R:1
C -2.3494 4.3395 1.2348 -0.505
C -3.6558 3.8829 0.6117 -0.176
C -3.7186 2.8841 -0.7152 0.500
O -3.4823 3.4066 -1.9489 -0.505
O -4.0088 1.4409 -0.6723 -0.337
C -2.8235 0.7895 -0.0941 -0.015
C -2.8623 -0.8549 -0.3781 -0.464
C -2.9945 -1.2443 -1.9638 -0.548
C -1.6870 -0.9025 -2.8856 -0.657
C -0.2423 -0.9706 -2.1200 0.301
C 0.3774 0.5504 -2.1195 -0.961
In 1.9684 0.7742 -0.5140 0.688
C 1.0812 1.2539 1.5182 -0.716
C 0.3576 -0.0127 2.2704 -0.066
C 1.0900 -1.4640 2.0365 0.314
C 0.7387 -2.5249 3.2792 -0.531
O 1.2164 -2.0326 4.5885 -0.524
C 3.2995 -1.0827 -0.5328 -0.789
O 2.5170 -2.3190 -0.7569 -0.222
C 3.4038 -3.4979 -0.8072 -0.737
P 3.5266 2.7543 -1.0775 0.037
S 2.4347 4.3695 -1.0016 -0.525
H -1.2993 4.1855 0.7148 0.236
H -2.3194 4.8858 2.2912 0.234
H -4.6436 4.3230 1.1151 0.261
H -2.9322 0.8875 1.0901 0.256
H -1.7989 1.2820 -0.3708 0.033
H -2.0046 -1.4220 0.2011 0.139
H -3.8763 -1.2186 0.1368 0.367
H -3.8891 -0.5819 -2.3941 0.201
H -3.3661 -2.3707 -2.0928 0.314
H -1.7524 0.1331 -3.4656 0.284
H -1.6585 -1.7288 -3.7468 0.307
H 0.4796 -1.6174 -2.8168 0.246
H -0.2448 -1.5073 -1.0812 -0.268
H 0.8972 0.6919 -3.1846 0.288
H -0.4564 1.4042 -2.0836 0.232
H 1.9039 1.8012 2.1575 0.294
H 0.2254 2.0633 1.3311 -0.120
H -0.8078 -0.1081 2.0389 -0.035
H 0.4205 0.2050 3.4418 0.256
H 2.2671 -1.3563 2.0499 -0.058
H 0.6663 -1.9698 1.0683 -0.071
H -0.4204 -2.8035 3.2854 0.200
H 1.3115 -3.5422 3.0397 0.319
H 1.6296 -2.8436 5.0495 0.313
H 4.0506 -0.9818 -1.4527 0.275
H 3.8795 -1.2554 0.4956 0.223
H 3.1266 -4.1827 0.1110 0.192
H 3.1643 -4.1376 -1.7735 0.199
H 4.5416 -3.1982 -0.8425 0.316
H 4.2504 2.5676 -2.3091 0.016
H 4.4688 2.8559 0.0447 -0.010
```

Properties
net charge	-1
calculated total energy	-1820.397833	a.u.

=====

No. 5
ORCA calculation (ωB97M-V/def2-TZVPD) on a structure of composition C15H31LaN5O7 at a distorted geometry.

XYZ file:
```
59
Properties=species:S:1:pos:R:3:mulliken_charge:R:1
O 0.0025 0.3577 -5.1947 -0.517
H -0.5913 -0.0585 -5.8466 0.308
La 0.0698 -0.0306 -0.0775 1.077
N 0.3302 1.7140 1.3040 0.380
N 1.5804 1.0242 -1.1955 0.564
N -1.0977 -1.1277 1.3987 0.187
N -0.1872 -1.8015 -1.1471 0.110
O -0.3945 1.8473 2.3421 -0.891
O -1.4960 -0.6949 2.6820 -0.510
O 0.4127 -1.9833 -2.3812 -0.358
O 2.1300 0.3433 -2.0368 -0.769
C 1.9742 2.0846 -0.4576 0.520
C 1.3443 2.4424 0.8064 0.627
C -1.2718 -2.3897 0.9125 0.821
C -0.7435 -2.7300 -0.3519 0.516
C 1.7000 3.5724 1.6447 -1.704
H 1.9592 3.2177 2.6562 0.245
H 0.8321 4.2463 1.7502 0.308
H 2.5353 4.1608 1.2761 0.438
C 3.0666 2.7843 -1.1075 -1.710
H 2.7790 3.0264 -2.1468 0.311
H 3.9493 2.1265 -1.1653 0.298
H 3.3576 3.7037 -0.6208 0.431
C -1.9889 -3.3282 1.7605 -1.637
C -0.8191 -4.0739 -0.9159 -1.839
H -2.6649 -2.8701 2.5006 0.417
H -1.2801 -3.9631 2.3123 0.335
H -2.6006 -3.9744 1.1306 0.464
H -0.0570 -4.3013 -1.6773 0.452
H -1.8027 -4.2310 -1.3820 0.355
H -0.7000 -4.7957 -0.1160 0.480
H -1.1741 0.2714 2.7135 0.505
H 0.6076 -1.0697 -2.7276 0.319
C -0.8862 0.7807 -4.1296 -0.322
H -0.3797 1.5212 -3.4726 0.067
H -1.3201 -0.0955 -3.5900 0.134
H -1.7194 1.3060 -4.5940 0.423
O -2.0861 1.1318 -0.1669 -0.732
H -2.0524 0.2084 0.2333 0.393
H -1.3600 1.6637 0.2689 0.457
O 2.0534 -1.0892 0.8666 -0.446
C 2.4011 -1.2707 2.0446 0.494
C 3.6816 -2.0200 2.3379 -0.787
C 4.6916 -1.1958 3.1188 -0.640
C 4.3781 -1.0516 4.6099 -0.630
C 3.1187 -0.2782 4.9683 -0.551
C 1.8300 -0.9430 4.4909 -0.971
N 1.6274 -0.7718 3.0453 0.149
H 3.4318 -2.9464 2.8587 0.350
H 4.0965 -2.2760 1.3605 0.301
H 5.6432 -1.7251 3.0527 0.366
H 4.8334 -0.2125 2.6498 0.343
H 4.3115 -2.0506 5.0550 0.293
H 5.2177 -0.5384 5.0828 0.331
H 3.0529 -0.2416 6.0568 0.352
H 3.1562 0.7568 4.6053 0.244
H 1.8041 -2.0120 4.7370 0.416
H 0.9867 -0.4581 4.9843 0.411
H 0.8166 -0.2155 2.7821 0.021
```

Properties
energy above the lowest of the compared OMol25 structures with the same formula, charge and spin	210.04	kcal per mole
net charge	+1
calculated total energy	-1421.592363	a.u.